{"formula": "C24H19CuN4O3S", "method": "the ωB97M-V functional and the def2-TZVPD basis", "species": ["Cu", "O", "C", "N", "C", "C", "C", "C", "C", "C", "N", "C", "C", "C", "C", "C", "N", "H", "H", "H", "H", "H", "H", "H", "H", "H", "H", "S", "C", "C", "C", "C", "C", "N", "H", "H", "H", "H", "O", "C", "O", "C", "C", "C", "C", "C", "C", "H", "H", "H", "H", "H"], "positions_angstrom": [[7.26, -14.80, 2.97], [9.76, -17.58, 4.72], [8.84, -16.93, 4.22], [8.84, -15.69, 3.77], [10.06, -14.95, 3.72], [10.31, -14.45, 2.31], [11.61, -14.19, 1.85], [11.80, -13.80, 0.56], [10.68, -13.66, -0.27], [9.43, -13.90, 0.26], [9.25, -14.31, 1.52], [7.50, -17.63, 4.03], [7.31, -18.91, 4.52], [6.10, -19.53, 4.31], [5.14, -18.88, 3.56], [5.40, -17.60, 3.09], [6.55, -16.98, 3.35], [10.92, -15.55, 4.04], [10.03, -14.07, 4.38], [12.42, -14.33, 2.54], [12.80, -13.63, 0.17], [10.79, -13.37, -1.30], [8.55, -13.82, -0.35], [8.11, -19.38, 5.07], [5.90, -20.52, 4.72], [4.17, -19.32, 3.36], [4.72, -17.05, 2.47], [6.16, -15.46, 0.32], [6.06, -13.77, 0.67], [5.57, -12.75, -0.19], [5.56, -11.43, 0.20], [6.07, -11.05, 1.45], [6.51, -12.07, 2.26], [6.48, -13.37, 1.90], [5.18, -13.05, -1.16], [5.15, -10.69, -0.46], [6.05, -10.01, 1.78], [6.87, -11.90, 3.27], [5.15, -13.62, 6.38], [5.38, -13.78, 5.18], [6.51, -14.21, 4.73], [4.30, -13.37, 4.18], [3.57, -12.22, 4.42], [2.61, -11.78, 3.52], [2.32, -12.53, 2.40], [3.02, -13.70, 2.16], [4.02, -14.10, 3.04], [3.77, -11.69, 5.34], [2.08, -10.85, 3.73], [1.56, -12.20, 1.69], [2.81, -14.27, 1.27], [4.59, -14.99, 2.82]], "nbo_charge": [1.479, -0.708, 0.616, -0.751, -0.271, 0.251, -0.260, -0.167, -0.279, 0.067, -0.469, 0.153, -0.226, -0.175, -0.266, 0.051, -0.478, 0.220, 0.203, 0.212, 0.207, 0.211, 0.215, 0.241, 0.205, 0.211, 0.210, -0.420, 0.087, -0.293, -0.156, -0.318, 0.070, -0.645, 0.220, 0.203, 0.217, 0.215, -0.679, 0.756, -0.840, -0.069, -0.206, -0.237, -0.227, -0.217, -0.213, 0.222, 0.199, 0.199, 0.213, 0.217], "spin_multiplicity": 2, "mol_weight_g_mol": 507.1, "charge": -1, "s2": 0.75, "de_lowest_kcal_mol": 0.0, "homo_energy_ev": [-4.7, -4.7], "lumo_energy_ev": [2.8, 2.7], "homo_lumo_gap_ev": [7.5, 7.4]}